{"formula": "C25H58GeMoN2OSi5", "method": "ωB97M-V with the def2-TZVPD basis set", "species": ["Mo", "C", "Si", "C", "C", "C", "C", "C", "C", "C", "C", "N", "Si", "C", "C", "C", "H", "H", "H", "H", "H", "H", "H", "H", "H", "H", "H", "H", "H", "H", "H", "H", "H", "H", "H", "H", "H", "H", "C", "Si", "C", "C", "Ge", "Si", "C", "C", "C", "Si", "C", "C", "C", "H", "H", "H", "H", "H", "H", "H", "H", "H", "H", "H", "H", "H", "H", "H", "H", "H", "H", "H", "H", "H", "H", "H", "H", "H", "H", "H", "C", "N", "C", "C", "C", "O", "H", "H", "H", "H", "H", "H", "H", "H", "H"], "xyz": [[-0.117, 0.240, -0.934], [-0.249, -0.762, -4.233], [1.240, -1.725, -3.496], [1.207, -3.570, -3.926], [2.882, -1.008, -4.132], [0.981, -1.505, -1.539], [-0.283, -2.177, -1.276], [-0.554, -3.544, -1.158], [-1.862, -3.986, -1.252], [-2.895, -3.063, -1.425], [-2.584, -1.723, -1.456], [-1.321, -1.286, -1.342], [2.539, -1.968, -0.471], [3.417, -0.266, -0.338], [3.746, -3.267, -1.124], [1.863, -2.546, 1.223], [-0.012, -0.459, -5.248], [-0.525, 0.147, -3.676], [-1.129, -1.399, -4.295], [1.397, -3.682, -4.990], [0.260, -4.058, -3.715], [1.990, -4.119, -3.409], [3.061, -1.462, -5.102], [3.730, -1.263, -3.509], [2.893, 0.063, -4.293], [0.264, -4.246, -1.113], [-2.083, -5.041, -1.247], [-3.918, -3.381, -1.542], [-3.350, -0.968, -1.593], [4.024, -0.072, -1.216], [4.102, -0.241, 0.502], [2.715, 0.569, -0.213], [4.153, -3.033, -2.103], [3.310, -4.260, -1.178], [4.586, -3.331, -0.436], [1.471, -3.556, 1.154], [2.673, -2.582, 1.944], [1.075, -1.903, 1.626], [-3.883, -1.729, 2.310], [-2.066, -1.897, 2.843], [-1.352, -3.563, 2.271], [-1.592, -1.415, 4.613], [-0.693, 0.210, 1.541], [-2.703, 1.857, 1.902], [-3.816, 1.477, 0.396], [-1.716, 3.472, 1.619], [-3.497, 1.823, 3.625], [1.119, 1.380, 2.933], [1.714, 2.767, 1.738], [2.500, 0.157, 3.397], [0.364, 2.107, 4.522], [-4.449, -2.548, 2.748], [-4.006, -1.798, 1.233], [-4.351, -0.811, 2.649], [-2.102, -4.338, 2.416], [-0.481, -3.855, 2.851], [-1.079, -3.575, 1.220], [-2.010, -2.138, 5.310], [-1.965, -0.438, 4.902], [-0.515, -1.423, 4.753], [-3.221, 1.329, -0.510], [-4.499, 2.303, 0.214], [-4.426, 0.594, 0.551], [-0.856, 3.307, 0.972], [-1.350, 3.858, 2.564], [-2.337, 4.248, 1.183], [-3.974, 0.882, 3.877], [-4.264, 2.592, 3.685], [-2.769, 2.040, 4.401], [1.552, 2.502, 0.686], [2.772, 2.965, 1.867], [1.197, 3.699, 1.941], [3.003, -0.273, 2.540], [2.109, -0.654, 4.002], [3.250, 0.663, 3.998], [-0.369, 2.888, 4.348], [1.155, 2.546, 5.123], [-0.099, 1.338, 5.130], [1.152, 5.105, -3.113], [0.440, 4.125, -2.309], [-0.755, 4.627, -1.657], [0.791, 2.859, -2.196], [1.911, 2.288, -3.009], [0.139, 2.056, -1.423], [0.765, 6.093, -2.871], [1.004, 4.934, -4.182], [2.221, 5.110, -2.900], [-1.354, 5.173, -2.387], [-0.489, 5.310, -0.848], [-1.353, 3.805, -1.259], [2.691, 3.014, -3.222], [1.502, 1.960, -3.971], [2.345, 1.424, -2.492]], "mulliken_spin": [0.955, 0.010, 0.008, -0.001, 0.000, -0.023, -0.077, -0.016, 0.009, -0.003, 0.018, -0.004, -0.032, 0.002, 0.000, 0.002, 0.000, -0.005, 0.001, -0.001, 0.000, 0.000, 0.000, 0.000, 0.001, 0.001, 0.000, 0.001, 0.002, 0.004, 0.000, -0.004, 0.000, 0.000, 0.000, 0.001, 0.000, 0.010, 0.007, 0.032, 0.014, 0.002, 0.009, 0.036, 0.009, 0.013, 0.004, -0.017, -0.001, -0.002, -0.004, 0.001, -0.001, 0.000, 0.003, 0.000, -0.006, 0.001, 0.000, 0.000, -0.003, 0.002, -0.001, -0.003, 0.001, 0.002, 0.000, 0.002, 0.000, 0.001, 0.000, 0.000, 0.001, 0.000, -0.001, 0.000, -0.001, 0.001, 0.000, -0.003, -0.002, 0.010, 0.018, 0.027, 0.000, 0.000, 0.000, 0.000, 0.000, 0.001, 0.000, 0.001, -0.007], "homo_lumo_gap_ev": [4.861, 4.884], "total_charge": 3, "multiplicity": 2, "homo_ev": [-15.904, -15.837]}


{"formula": "C25H58LiN2O21P", "method": "ωB97M-V with the def2-TZVPD basis set", "species": ["C", "N", "C", "C", "C", "C", "O", "H", "H", "H", "H", "H", "H", "H", "H", "H", "H", "H", "H", "H", "H", "C", "N", "C", "C", "C", "C", "O", "H", "H", "H", "H", "H", "H", "H", "H", "H", "H", "H", "H", "H", "H", "Li", "P", "O", "O", "O", "O", "C", "O", "C", "O", "O", "C", "H", "H", "H", "H", "H", "H", "C", "O", "C", "O", "O", "C", "H", "H", "H", "H", "H", "H", "C", "O", "C", "O", "O", "C", "H", "H", "H", "H", "H", "H", "C", "O", "C", "O", "O", "C", "H", "H", "H", "H", "H", "H", "C", "O", "C", "O", "O", "C", "H", "H", "H", "H", "H", "H"], "xyz": [[-0.344, 3.880, -2.193], [-1.253, 2.698, -1.975], [-2.416, 2.847, -2.926], [-0.496, 1.513, -2.090], [-1.882, 2.829, -0.583], [-3.127, 1.945, -0.254], [-3.384, 1.926, 1.147], [0.555, 3.962, -1.550], [-0.676, 4.737, -1.827], [0.018, 3.826, -3.230], [-2.818, 3.817, -2.865], [-3.143, 2.087, -2.952], [-1.995, 2.793, -4.112], [0.073, 1.458, -3.046], [-1.074, 0.643, -1.702], [0.398, 1.581, -1.390], [-2.232, 3.575, -0.039], [-1.228, 2.470, 0.184], [-2.795, 0.792, -0.260], [-4.062, 2.165, -0.613], [-2.644, 1.577, 1.628], [-4.552, -1.447, 3.703], [-3.586, -2.485, 3.205], [-4.284, -3.867, 3.380], [-3.520, -2.121, 1.708], [-2.290, -2.320, 3.968], [-1.144, -3.158, 3.507], [0.057, -2.809, 4.046], [-4.906, -1.710, 4.840], [-5.212, -1.306, 3.037], [-3.946, -0.528, 3.644], [-4.592, -4.013, 4.483], [-3.740, -4.528, 3.128], [-5.193, -3.844, 2.794], [-2.633, -2.630, 1.188], [-3.277, -1.101, 1.578], [-4.315, -2.359, 1.083], [-2.478, -2.290, 5.052], [-1.927, -1.303, 3.848], [-1.006, -2.962, 2.601], [-1.454, -4.180, 3.805], [0.125, -1.779, 3.887], [-0.209, 1.396, 3.291], [-0.237, -0.137, 1.629], [0.523, 1.136, 1.460], [-1.554, 0.600, 2.138], [0.272, -0.468, 2.961], [-0.354, -1.087, 0.573], [1.605, -6.156, -4.245], [1.595, -4.799, -3.879], [1.781, -4.431, -2.620], [2.019, -5.256, -1.724], [1.625, -3.110, -2.294], [1.765, -2.700, -0.974], [2.637, -6.689, -4.261], [1.300, -6.150, -5.388], [0.951, -6.983, -3.629], [2.892, -2.841, -0.587], [1.156, -3.194, -0.228], [1.574, -1.557, -0.874], [-1.182, -2.132, -2.226], [-2.153, -1.413, -2.799], [-3.444, -1.911, -3.091], [-3.684, -3.026, -2.779], [-4.305, -1.106, -3.704], [-5.543, -1.688, -4.132], [-0.287, -1.453, -2.282], [-1.143, -2.990, -2.966], [-1.349, -2.320, -1.334], [-5.278, -2.401, -4.827], [-5.923, -0.851, -4.769], [-6.216, -2.074, -3.203], [3.537, 0.555, -0.892], [4.213, 1.775, -1.180], [3.665, 2.547, -2.026], [2.665, 2.382, -2.760], [4.265, 3.765, -2.052], [3.655, 4.791, -2.772], [2.414, 0.665, -0.604], [4.152, -0.011, -0.232], [3.370, 0.016, -1.601], [2.526, 4.900, -2.610], [3.733, 4.288, -3.848], [4.249, 5.730, -2.833], [7.456, -2.918, 1.586], [6.501, -2.151, 2.285], [5.193, -2.170, 2.049], [4.835, -2.731, 0.993], [4.412, -1.521, 2.879], [3.033, -1.432, 2.603], [7.289, -4.025, 1.516], [8.445, -2.703, 1.971], [7.489, -2.537, 0.536], [2.614, -1.452, 1.697], [2.532, -0.591, 2.981], [2.541, -2.496, 2.919], [0.535, 8.237, 1.776], [1.304, 7.111, 2.139], [1.429, 5.916, 1.407], [1.043, 5.855, 0.191], [1.849, 4.945, 2.086], [1.933, 3.608, 1.516], [-0.355, 7.743, 1.762], [0.885, 8.597, 0.787], [0.613, 8.889, 2.719], [2.514, 3.555, 0.520], [0.932, 3.317, 1.256], [2.096, 2.957, 2.161]], "lowdin_charge": [0.003, -0.310, 0.015, -0.034, -0.072, -0.221, -0.117, 0.098, 0.051, 0.121, 0.086, 0.076, 0.177, 0.129, 0.103, 0.114, 0.093, 0.105, 0.156, 0.084, -0.049, 0.000, -0.264, 0.067, 0.025, -0.109, -0.302, -0.076, 0.173, 0.016, 0.116, 0.144, -0.025, 0.110, 0.134, 0.066, 0.079, 0.148, 0.106, 0.030, 0.141, 0.074, 0.707, -0.206, -0.418, -0.473, -0.402, -0.267, -0.107, -0.018, -0.529, 0.082, -0.045, -0.104, 0.105, 0.117, 0.141, 0.127, 0.088, 0.093, -0.097, -0.052, -0.546, 0.139, -0.024, -0.035, 0.110, 0.140, -0.006, 0.057, 0.106, 0.158, 0.015, 0.083, -0.593, 0.053, -0.038, -0.080, 0.133, 0.104, -0.016, 0.098, 0.128, 0.100, -0.063, -0.012, -0.569, 0.057, 0.047, -0.041, 0.112, 0.083, 0.101, 0.019, 0.061, 0.166, -0.050, -0.071, -0.534, 0.027, 0.067, 0.033, 0.053, 0.107, 0.129, 0.143, 0.061, -0.004], "homo_lumo_gap_ev": 6.811, "multiplicity": 1, "e_above_lowest_kcal_mol": 80.86, "homo_ev": -6.621}


{"formula": "C25H58MnN2O2Si3", "method": "ωB97M-V with the def2-TZVPD basis set", "species": ["O", "O", "C", "C", "H", "H", "H", "H", "H", "C", "C", "H", "H", "H", "H", "H", "C", "C", "C", "H", "H", "H", "H", "H", "C", "H", "H", "H", "H", "H", "H", "Mn", "C", "Si", "H", "H", "C", "C", "C", "C", "Si", "H", "H", "C", "C", "C", "H", "H", "H", "H", "H", "H", "H", "H", "H", "H", "H", "H", "H", "H", "H", "H", "H", "H", "C", "C", "C", "C", "C", "C", "N", "N", "Si", "C", "C", "C", "H", "H", "H", "H", "H", "H", "H", "H", "H", "H", "H", "H", "H", "H", "H"], "xyz": [[-0.614, -1.399, -1.951], [0.791, 1.368, -4.815], [0.078, -2.519, -2.372], [-0.700, -3.787, -2.198], [0.983, -2.571, -1.755], [0.411, -2.358, -3.446], [-0.911, -4.021, -1.134], [-0.084, -4.590, -2.633], [-1.643, -3.736, -2.752], [-1.678, -0.796, -2.659], [-1.685, -1.020, -4.148], [-1.565, 0.275, -2.439], [-2.607, -1.125, -2.155], [-0.774, -0.580, -4.616], [-2.544, -0.464, -4.554], [-1.765, -2.081, -4.391], [0.389, 2.501, -4.062], [2.155, 1.035, -4.838], [-0.922, 2.987, -4.658], [1.121, 3.312, -4.150], [0.265, 2.218, -2.999], [-0.913, 3.093, -5.742], [-1.204, 3.946, -4.203], [-1.701, 2.253, -4.437], [2.526, 0.800, -6.291], [2.259, 0.100, -4.262], [2.807, 1.821, -4.397], [1.880, 0.039, -6.733], [3.577, 0.462, -6.363], [2.383, 1.706, -6.899], [-0.169, -0.656, -0.300], [-0.335, -0.439, 1.159], [1.200, -0.051, -0.281], [2.944, 0.513, 0.274], [1.473, -0.965, -0.805], [0.890, 0.721, -0.970], [4.161, -0.523, -0.750], [3.322, 0.269, 2.085], [3.149, 2.319, -0.237], [-2.102, -1.334, 0.887], [-3.446, -0.033, 0.805], [-2.250, -2.004, 1.772], [-2.069, -2.000, -0.040], [-4.889, -0.546, -0.281], [-2.856, 1.625, 0.119], [-4.009, 0.220, 2.570], [2.556, 2.533, -1.138], [4.196, 2.575, -0.469], [2.813, 2.998, 0.564], [4.030, -1.602, -0.566], [5.197, -0.256, -0.480], [4.050, -0.346, -1.833], [3.126, -0.771, 2.401], [2.737, 0.947, 2.735], [4.390, 0.465, 2.295], [-3.433, 1.886, -0.782], [-1.790, 1.663, -0.165], [-3.043, 2.425, 0.851], [-4.729, 1.057, 2.649], [-3.171, 0.397, 3.259], [-4.535, -0.692, 2.911], [-5.793, 0.013, 0.000], [-5.091, -1.621, -0.146], [-4.679, -0.360, -1.345], [1.224, -3.683, 1.298], [1.025, -2.920, 2.565], [1.388, -3.374, 3.836], [1.187, -2.571, 4.951], [0.626, -1.304, 4.791], [0.288, -0.883, 3.486], [0.449, -1.719, 2.421], [-0.207, 0.308, 3.065], [-0.383, 1.778, 4.009], [-1.754, 1.556, 5.241], [1.222, 2.151, 4.888], [-0.769, 3.174, 2.827], [0.265, -3.881, 0.792], [1.881, -3.145, 0.589], [1.692, -4.644, 1.523], [1.829, -4.343, 3.898], [1.445, -2.907, 5.949], [0.420, -0.616, 5.623], [-1.738, 0.559, 5.710], [-1.631, 2.320, 6.031], [-2.752, 1.681, 4.795], [2.046, 2.356, 4.195], [1.062, 3.049, 5.506], [1.553, 1.334, 5.536], [0.057, 3.350, 2.121], [-1.672, 2.996, 2.228], [-0.917, 4.085, 3.431]], "mulliken_spin": [0.021, 0.000, -0.004, -0.001, 0.003, 0.000, -0.001, 0.000, 0.001, -0.003, 0.000, 0.000, -0.004, 0.000, 0.000, 0.000, 0.000, 0.000, 0.000, 0.000, -0.001, 0.000, 0.000, 0.000, 0.000, 0.000, 0.000, 0.000, 0.000, 0.000, -0.276, 4.372, 0.105, 0.068, -0.003, 0.013, 0.005, 0.005, 0.008, -0.362, -0.023, 0.002, 0.012, -0.021, 0.032, -0.011, -0.002, 0.001, -0.001, 0.000, 0.000, -0.001, -0.001, -0.003, 0.000, 0.001, -0.008, 0.009, -0.001, 0.009, 0.001, -0.004, -0.001, 0.001, 0.047, -0.013, 0.009, 0.004, 0.003, -0.072, 0.018, 0.051, 0.025, 0.002, 0.000, 0.018, -0.005, -0.008, 0.000, 0.000, 0.000, -0.003, 0.000, -0.001, 0.000, 0.000, 0.000, 0.000, -0.005, -0.008, -0.002], "homo_lumo_gap_ev": [5.502, 6.443], "total_charge": 1, "multiplicity": 5, "homo_ev": [-10.668, -10.768]}


Among the records above, which one has the lowest multiplicity?
C25H58LiN2O21P